Molecular formula: C9H19F4IN3O9PtS4
Method: DFT, ωB97M-V with the def2-TZVPD basis set

Values from the calculation:
E ... -98094.40110 eV
Energy relative to the best compared isomer or geometry (same formula, charge and spin) ... 1.119 eV
Total charge ... -1
HOMO level (spin up / spin down) ... -0.2326 / -0.2265 hartree
HOMO-LUMO gap (spin up / spin down) ... 8.4 / 6.4 eV
2S+1 ... 3

Last column: Mulliken charge in e.
Cartesian coordinates (Å):
Pt  -1.52957  -0.56331  -0.94271  1.51
N  -2.27088  0.44938  -2.57489  0.00
S  -2.68936  1.86431  -3.11944  0.87
O  -4.01323  2.28485  -2.75884  -0.56
O  -2.02628  2.32150  -4.28988  -0.57
F  -1.81438  2.58776  -1.92195  -0.31
S  -2.98137  -0.42059  -3.89563  1.00
O  -2.07235  -0.66106  -4.98199  -0.53
O  -4.38578  -0.19441  -4.09788  -0.56
F  -2.84515  -1.83611  -3.16450  -0.27
N  -0.31219  -2.25617  -1.12624  -0.20
S  0.37599  -2.84011  -2.51380  0.97
O  -0.43286  -3.84953  -3.18369  -0.58
O  1.80605  -3.01001  -2.55408  -0.61
F  0.06404  -1.64182  -3.47974  -0.25
S  0.02884  -3.56053  -0.25745  0.87
O  1.32753  -3.48139  0.35873  -0.55
O  -0.56063  -4.80945  -0.66990  -0.61
F  -0.93409  -3.19766  0.95400  -0.26
I  -3.91780  -1.19309  0.57767  -0.29
C  -1.03512  -0.32961  2.87015  -1.51
C  0.23695  0.35847  2.37092  0.60
C  1.41688  -0.58687  2.70188  -1.05
C  2.71475  -0.03597  2.15402  -0.65
C  2.60206  0.27196  0.65625  -1.33
C  1.36020  1.10045  0.24457  1.94
N  0.12699  0.50464  0.92090  1.08
O  -1.01905  1.23323  0.48567  -0.40
C  1.61560  2.59801  0.47430  -1.69
C  1.18318  0.89432  -1.27773  -2.33
C  0.38444  1.72225  3.15534  -1.55
H  -0.98433  -0.46742  3.95340  0.49
H  -1.18884  -1.30845  2.42243  0.08
H  -1.89665  0.32367  2.72340  0.34
H  1.45381  -0.61010  3.79331  0.44
H  1.20477  -1.59228  2.33633  0.28
H  3.56667  -0.64796  2.45610  0.42
H  2.94819  0.91052  2.65836  0.28
H  2.55745  -0.68697  0.13412  0.36
H  3.52012  0.79915  0.39357  0.43
H  2.41297  2.73251  1.20780  0.39
H  1.95946  3.16187  -0.39253  0.48
H  0.69662  3.08043  0.80953  0.16
H  1.08732  -0.16395  -1.50826  0.18
H  0.28096  1.41464  -1.59725  0.61
H  2.05984  1.29457  -1.78429  0.58
H  -0.42875  2.39775  2.87450  0.31
H  1.37559  2.15647  3.16442  0.31
H  0.06183  1.47557  4.17041  0.50
H  -1.09043  2.00653  1.07053  0.22



Molecular formula: C2H6NO2
Method: DFT, ωB97M-V with the def2-TZVPD basis set

Values from the calculation:
E ... -7756.47368 eV
Energy relative to the best compared isomer or geometry (same formula, charge and spin) ... 1.793 eV
Total charge ... -1
HOMO level ... -0.1287 hartree
HOMO-LUMO gap ... 7.6 eV
2S+1 ... 1

Last column: Mulliken charge in e.
Cartesian coordinates (Å):
C  1.73861  1.15559  -0.13120  -0.58
O  1.86169  -0.18081  -0.52649  -0.57
H  2.29965  1.36101  0.82774  0.17
H  2.32414  1.74685  -0.80248  0.21
H  0.69984  1.47585  0.03888  0.29
C  -2.03315  -1.02917  0.67182  -0.28
N  -1.11644  -0.63535  -0.24104  -0.52
O  -3.19489  -1.53112  0.38744  -0.78
H  -1.95009  -0.92100  1.69122  0.45
H  0.90542  -0.46429  -0.78765  0.43
H  -1.53479  -0.97758  -1.12824  0.15



Molecular formula: H4O2
Method: DFT, ωB97M-V with the def2-TZVPD basis set

Values from the calculation:
E ... -4159.71114 eV
Energy relative to the best compared isomer or geometry (same formula, charge and spin) ... 0.228 eV
HOMO level ... -0.4277 hartree
HOMO-LUMO gap ... 12.7 eV
2S+1 ... 1

Last column: Mulliken charge in e.
Cartesian coordinates (Å):
H  0.92580  2.59309  4.21996  0.32
H  0.50872  2.43176  2.76809  0.32
O  0.77544  3.11228  3.40849  -0.64
H  -0.63934  -2.78621  -2.57096  0.32
H  -0.32160  -3.67668  -3.80266  0.32
O  -0.86766  -2.95296  -3.48877  -0.64



- Among the records above, which one has the highest 2S+1?
  C9H19F4IN3O9PtS4